75
Properties=species:S:1:pos:R:3:forces:R:3 method="wB97M-V/def2-TZVPD" lumo_energy_ev="2.2344 / 2.2347" charge=-1 spin_multiplicity=2 homo_energy_ev="-4.03 / -4.04" homo_lumo_gap_ha="0.2303 / 0.2305"
Ce 0.677594 -0.875323 -0.255176 1.158 2.042 -1.030
C 3.949025 -1.711133 -0.193111 -0.203 -0.276 0.363
N 3.302801 -0.394580 -0.369713 0.971 0.056 0.122
C 3.660516 0.504391 0.753026 -0.607 -0.374 -0.094
C 3.067010 0.018948 2.052572 -0.553 -0.154 1.022
N 1.620216 -0.204754 1.928802 1.139 0.774 -0.410
C 0.972168 -0.457425 3.062719 -0.322 -0.541 0.400
C -0.446025 -0.265683 3.068739 1.324 0.256 -0.464
F -0.966064 0.458415 2.054085 -0.138 -0.095 -0.370
C -1.272538 -0.718519 4.033286 -0.704 -0.010 0.308
F -2.614561 -0.568061 3.882212 0.596 -0.187 0.322
C -0.725105 -1.286339 5.168201 0.340 0.062 0.049
F -1.554058 -1.854161 6.053161 -0.054 -0.087 0.654
C 0.666853 -1.312458 5.328067 -1.127 -0.045 -0.527
F 1.165323 -1.766318 6.477496 0.219 -0.287 0.218
C 1.508050 -0.970317 4.281840 -1.141 0.371 0.006
F 2.821602 -1.161164 4.487917 0.305 -0.011 0.039
C 3.669337 0.197850 -1.678936 -0.392 -0.331 0.296
C 3.092183 -0.641695 -2.809050 -0.312 0.197 -0.852
N 1.644873 -0.925795 -2.637935 1.516 0.050 0.534
C 1.020377 -1.240990 -3.771880 -0.610 0.120 -0.409
C -0.378688 -1.204823 -3.785532 -1.651 0.165 -0.020
F -1.018777 -0.969980 -2.582404 0.598 -0.023 -0.753
C -1.219219 -1.335897 -4.889327 0.747 -0.238 0.238
F -2.559288 -1.180853 -4.749474 0.763 -0.182 -0.178
C -0.637205 -1.651394 -6.116304 0.763 0.139 0.361
F -1.386527 -1.882350 -7.197667 -0.259 0.019 -0.432
C 0.767189 -1.768652 -6.180380 -0.614 -0.066 0.453
F 1.379850 -2.148863 -7.319937 -0.373 0.110 0.161
C 1.543396 -1.589878 -5.048908 -0.176 -0.044 0.343
F 2.853839 -1.895375 -5.127036 0.224 -0.078 -0.529
H 5.046910 -1.616718 -0.048196 -0.375 0.021 -0.119
H 3.752749 -2.347612 -1.066920 0.063 0.230 0.303
H 3.523830 -2.228573 0.694698 0.255 0.355 -0.559
H 3.282958 1.496403 0.501446 -0.035 0.062 0.057
H 4.731461 0.548454 0.929181 0.553 0.129 -0.386
H 3.255113 0.781649 2.850407 0.074 -0.350 -0.597
H 3.567603 -0.905695 2.415241 0.028 0.516 -0.425
H 4.759294 0.332870 -1.797573 -0.061 -0.353 0.090
H 3.249696 1.204691 -1.732797 -0.259 -0.117 0.126
H 3.640991 -1.577300 -2.989902 0.172 0.286 0.310
H 3.252159 -0.042911 -3.732228 -0.075 -0.199 0.381
Te 0.299844 2.349769 -1.835589 -0.553 -0.026 0.586
C 0.914687 3.830889 -0.437002 0.489 0.602 0.154
C 2.228791 4.275155 -0.537480 -1.027 -1.272 -0.097
C 2.597088 5.231299 0.418695 -0.884 1.028 0.457
C 1.531898 5.593682 1.223672 0.851 0.637 0.381
S 0.091006 4.735594 0.869411 1.021 -0.977 -1.316
H 2.871912 3.782930 -1.273864 -0.062 0.496 0.306
H 3.545606 5.750675 0.401104 0.060 -0.097 0.310
H 1.539796 6.372914 2.005631 -0.024 -0.612 -0.552
C -4.409793 2.568098 0.743560 0.248 0.156 -0.519
C -5.399427 1.411826 0.902473 -0.767 -0.270 0.403
C -5.508174 0.840917 2.338996 0.247 0.655 0.489
C -5.162094 0.318977 -0.148837 -0.318 -0.142 0.555
N -3.868759 -0.322490 -0.016200 1.617 -1.794 -0.519
C -2.636617 -0.054430 -0.542279 -0.849 -0.851 1.252
N -1.769304 -0.991895 -0.197145 -4.073 -0.505 1.376
N -2.556032 -1.924111 0.560927 0.469 0.643 -1.061
N -3.776523 -1.587900 0.608438 1.194 2.018 -0.493
H -4.764800 3.449145 1.297949 0.251 -0.286 -0.083
H -4.332192 2.858041 -0.329267 -0.134 -0.076 0.607
H -3.376117 2.330450 1.051166 -0.461 -0.017 0.131
H -6.401223 1.804027 0.640705 0.306 -0.061 0.065
H -4.538291 0.397208 2.658669 -0.718 0.096 -0.204
H -6.332631 0.097013 2.424973 0.676 0.385 -0.108
H -5.728090 1.671088 3.075789 0.198 -0.812 -0.827
H -5.258686 0.793958 -1.109416 0.257 -0.027 -0.615
H -5.895796 -0.507364 -0.108637 0.248 0.512 0.177
H -2.388901 0.817778 -1.113347 0.100 0.372 -0.198
C 0.361088 -4.234732 0.494012 -0.470 1.848 0.357
O 0.649968 -2.819817 0.333903 -0.356 -3.041 0.307
H -0.396925 -4.529682 -0.261379 0.602 -0.107 0.308
H -0.098918 -4.361514 1.499568 0.365 -0.199 -0.556
H 1.300691 -4.789615 0.418091 -0.269 -0.184 -0.078

=====

56
Properties=species:S:1:pos:R:3:forces:R:3 method="wB97M-V/def2-TZVPD" lumo_energy_ev=-5.7954 charge=+1 homo_energy_ev=-10.80 e_above_lowest_kcal_mol=8.5 homo_lumo_gap_ha=0.1839
C 3.474099 5.112626 2.293251 0.243 0.235 0.171
C 2.457719 4.661607 1.283477 -0.478 -0.652 0.033
C 1.517753 3.751928 1.598034 0.401 0.300 -0.314
C 1.485794 3.076574 2.937484 0.068 -0.118 0.360
C 0.471240 3.320150 0.615968 0.155 -0.134 0.007
C 0.373910 4.161539 -0.624543 0.577 0.133 -0.029
C -0.817433 3.914208 -1.500899 -0.283 -0.076 -0.263
C 1.314425 5.068448 -0.943768 -0.266 -0.606 0.192
C 1.184743 5.919122 -2.173561 -0.036 0.279 -0.294
C 2.538864 5.270028 -0.090636 -0.076 0.252 0.150
H 2.715028 6.352947 0.026385 0.011 -0.216 -0.112
H 4.143396 5.861484 1.851144 -0.107 -0.182 0.169
H 2.985039 5.578603 3.165618 0.157 -0.147 -0.267
H 4.097216 4.291423 2.680015 -0.200 0.156 -0.145
H 0.660911 2.353787 2.997109 0.137 0.169 0.028
H 2.423190 2.528698 3.127675 -0.243 0.156 0.016
H 1.360223 3.800115 3.758793 0.033 -0.235 -0.198
H 0.669034 2.227934 0.363948 -0.158 0.861 0.099
H -0.516561 3.279036 1.104787 0.129 0.027 0.016
H -1.473163 3.153174 -1.059282 0.055 0.130 -0.096
H -1.428511 4.814937 -1.662984 0.192 -0.200 0.057
H -0.511016 3.552861 -2.493704 -0.121 0.090 0.159
H 2.049938 6.579289 -2.301025 -0.153 -0.149 0.037
H 1.083974 5.322354 -3.090930 0.040 0.058 0.207
H 0.290354 6.559904 -2.125125 0.215 -0.156 0.027
H 3.440307 4.884072 -0.613491 -0.316 0.180 0.148
C -3.833457 -1.664243 3.969604 -0.612 0.129 0.200
C -2.740699 -1.005064 3.202645 0.181 -0.001 -0.187
C -1.393749 -1.304773 3.439821 0.773 -0.423 0.406
F -1.104133 -2.166354 4.469552 -0.239 0.985 -1.020
C -0.355327 -0.794288 2.679662 -0.408 -0.164 -0.018
C -0.668731 -0.041756 1.506589 -0.220 0.287 0.303
C 0.248420 0.232431 0.448027 -0.511 -0.792 -0.051
C 1.601416 -0.224744 0.298713 0.705 -0.313 -0.464
C 2.135523 -1.386655 0.928890 -0.062 0.283 0.149
C 3.429581 -1.779892 0.647601 -0.077 -0.597 0.573
F 3.943987 -2.865933 1.308573 -0.600 0.893 -0.707
C 4.250101 -1.138517 -0.279385 -0.297 0.251 0.229
C 5.599414 -1.672010 -0.598556 0.593 0.047 -0.353
C 3.742664 0.029335 -0.874280 -0.115 -0.186 0.112
C 2.450465 0.455985 -0.624054 -0.341 -0.005 0.078
C -2.017973 0.406939 1.368827 0.207 -0.167 -0.314
C -3.017193 -0.059790 2.201767 0.040 0.033 -0.033
H -4.780854 -1.181401 3.704875 0.141 -0.189 0.129
H -3.929926 -2.735891 3.733909 0.247 0.326 0.006
H -3.703759 -1.582879 5.055701 0.143 -0.029 -0.244
H 0.671685 -0.991532 2.959772 -0.223 -0.079 0.070
H -0.224857 0.626909 -0.472613 0.456 0.215 0.739
H 1.522775 -1.991583 1.594074 0.351 0.029 -0.304
H 6.012368 -1.101231 -1.435234 0.035 -0.160 0.125
H 6.295378 -1.574408 0.244541 -0.245 -0.027 -0.056
H 5.587962 -2.734443 -0.879651 -0.169 0.288 0.156
H 4.389183 0.590495 -1.549500 -0.259 -0.168 0.096
H 2.069172 1.349684 -1.121592 0.140 -0.191 0.125
H -2.251522 1.117476 0.572739 0.009 -0.317 0.140
H -4.050673 0.271567 2.074267 0.382 -0.113 -0.042

=====

35
Properties=species:S:1:pos:R:3:forces:R:3 method="wB97M-V/def2-TZVPD" lumo_energy_ev=-0.1484 charge=0 homo_energy_ev=-8.26 e_above_lowest_kcal_mol=245.7 homo_lumo_gap_ha=0.2982
Na 0.116029 -0.020625 -0.152694 -4.620 -3.586 -5.019
N 2.880858 0.209275 0.016993 3.556 0.744 0.893
O 1.703334 0.309223 0.296208 6.379 1.367 0.589
O 3.684468 0.641605 0.865423 0.561 -0.017 -0.107
O 3.293022 -0.299538 -1.032985 -0.359 -0.298 -0.414
C -0.950997 1.119786 -2.080406 1.157 1.370 0.055
O 0.405549 1.052240 -1.563677 -0.346 2.467 -5.287
H -1.224603 2.170331 -1.982387 -0.532 -0.110 -0.604
H -1.019731 0.763917 -3.108374 0.061 0.055 0.019
H -1.618937 0.538854 -1.444440 0.313 0.221 -0.394
H 0.867691 1.892799 -1.602377 -0.357 0.116 -0.331
C 0.916333 -1.344444 1.930693 0.077 -0.911 0.753
O 0.024244 -0.293747 1.557913 -0.098 -3.939 8.822
H 0.759919 -1.729552 2.938329 0.074 0.346 0.227
H 0.766578 -2.169136 1.233873 -0.540 0.835 1.910
H 1.936215 -1.025887 1.715153 0.023 -0.137 0.904
H 0.186124 0.440227 2.155134 -0.196 -0.653 0.313
C 0.535186 -2.393325 -0.603029 0.880 -2.570 -2.838
O 0.763687 -1.300713 -1.463765 0.543 -1.813 -1.553
H -0.463231 -2.171983 -0.225828 2.228 -1.845 0.862
H 0.459890 -3.247724 -1.275659 -0.012 -0.758 0.218
H 1.324662 -2.597603 0.120220 0.219 -0.154 -1.290
H 1.614091 -1.401691 -1.897606 0.340 0.346 0.142
C -0.833638 2.758587 0.537398 0.511 0.267 0.959
O -0.087197 1.568930 0.653318 -2.625 6.457 1.515
H -1.737441 2.603408 -0.051796 0.103 -0.243 0.217
H -1.092015 3.020943 1.563303 -0.409 0.780 -0.179
H -0.247933 3.541739 0.056024 -0.044 0.302 0.051
H 0.689020 1.646080 1.212907 0.395 0.801 -0.446
C -2.360674 -0.500522 0.534244 -1.959 0.771 0.685
O -1.430789 -1.119658 -0.318465 -4.973 0.449 0.051
H -2.936746 0.254399 -0.000865 -0.434 -0.103 -0.324
H -3.030774 -1.274389 0.908668 -0.164 0.280 0.330
H -1.918122 0.073270 1.348488 0.135 -0.760 -0.266
H -1.974072 -1.715073 -0.839936 0.110 -0.080 -0.464

=====

42
Properties=species:S:1:pos:R:3:forces:R:3 method="wB97M-V/def2-TZVPD" lumo_energy_ev="-2.9043 / -9.7554" charge=+1 spin_multiplicity=2 homo_energy_ev="-12.77 / -12.62" e_above_lowest_kcal_mol=67.6 homo_lumo_gap_ha="0.3625 / 0.1053"
C -23.589530 16.463070 2.360930 -0.559 0.011 -0.763
C -24.437130 16.583810 1.047300 2.603 0.608 -0.399
C -23.456350 16.569770 -0.161580 0.542 1.500 0.223
O -25.206870 15.455870 0.970150 -1.558 -1.131 0.005
H -22.912160 17.278860 2.613440 -0.163 0.282 -0.237
H -23.000400 15.576470 2.126480 0.064 -0.254 0.532
H -24.266760 16.274530 3.193940 0.203 -0.062 0.047
H -25.091240 17.455190 1.016690 0.363 0.358 0.048
H -23.870990 16.422220 -1.158780 -0.355 -0.287 0.305
H -22.558120 15.964530 -0.039270 -0.431 -0.974 0.239
H -22.948140 17.532520 -0.215860 -0.310 0.616 -0.009
H -26.102440 15.773830 1.106040 -0.307 -0.670 0.009
C -20.252470 21.077940 4.336320 1.736 0.251 -0.249
C -19.088930 20.305560 3.643490 -3.235 -0.380 0.349
C -18.527900 19.108160 4.402530 0.837 1.441 1.439
O -19.768600 19.739330 2.483300 1.161 -0.204 -0.138
H -20.729870 21.715190 3.591940 -0.179 -0.348 -0.126
H -19.799590 21.800970 5.014720 -0.281 -0.267 0.593
H -20.957790 20.389620 4.801980 0.081 0.222 0.065
H -18.336890 20.998370 3.265920 0.267 -0.082 0.264
H -17.970750 19.542590 5.232570 0.792 0.043 -0.087
H -17.836510 18.530750 3.788800 -0.032 -0.161 0.078
H -19.194020 18.510240 5.024540 -0.739 -0.213 -0.925
H -18.957220 19.378430 2.118580 -0.305 -0.503 -1.325
C -19.903170 16.189380 1.976260 -0.127 0.273 -0.840
O -19.055910 15.205960 1.432750 0.018 1.517 1.129
H -20.619270 15.549980 2.492470 -0.621 -0.094 0.872
H -19.462480 16.907780 2.667490 0.582 -0.451 0.671
H -20.445990 16.801290 1.255830 0.067 -0.399 -0.434
H -19.288590 15.188270 0.501540 0.052 -1.020 -1.699
C -15.865500 16.060760 1.600620 0.443 -0.073 -0.130
O -14.952310 17.125650 1.318520 -1.405 -0.313 0.859
H -15.375190 15.140980 1.919530 0.218 -0.064 -0.254
H -16.621220 16.237840 2.365890 0.593 1.022 0.404
H -16.501480 15.843090 0.742570 0.011 -0.265 -0.750
H -14.204060 16.823080 0.798740 -0.026 -0.348 -0.059
C -19.623650 13.189760 -2.217040 -1.416 -1.462 -0.080
O -19.902030 14.116000 -1.214610 0.647 2.681 1.548
H -20.643810 12.906020 -2.475580 0.263 -0.899 -0.847
H -19.124950 13.563240 -3.111410 0.437 0.020 0.360
H -19.157000 12.364900 -1.678570 0.329 -0.066 -0.722
H -20.263580 14.887450 -1.657040 -0.259 0.146 0.031

=====

20
Properties=species:S:1:pos:R:3:forces:R:3 method="wB97M-V/def2-TZVPD" lumo_energy_ev="0.7349 / 0.1183" charge=0 homo_energy_ev="-7.51 / -7.41" e_above_lowest_kcal_mol=171.7 homo_lumo_gap_ha="0.3031 / 0.2768"
C 0.344530 1.488886 0.845839 -0.488 -0.349 -0.450
N 0.005214 0.272308 0.126981 -1.217 -1.215 0.748
C -2.397060 0.976544 -0.229367 -1.207 0.407 0.106
N -2.339499 1.230237 -1.537254 0.042 0.001 -0.233
O 0.307123 0.284395 -1.228376 0.075 0.150 -0.209
O -3.239490 1.272401 0.572388 0.127 -0.117 -0.193
H 1.161944 -0.224287 -1.294950 -0.531 0.234 0.144
H -3.119717 1.650334 -2.032325 0.153 0.037 0.174
H -1.491382 0.993369 -2.030400 -0.095 -0.079 0.021
H 1.408780 1.475207 1.084453 -0.024 0.042 -0.034
H 0.083911 2.369436 0.259394 0.066 0.163 0.006
H -0.234281 1.497204 1.767981 0.035 -0.007 0.043
C 0.960374 -2.333478 0.827503 -0.250 -0.085 -0.111
N 1.633350 -1.061818 0.759175 1.716 -0.810 -0.174
O 2.377681 -1.110358 -0.496469 -0.407 -0.157 0.750
H 3.159762 -0.577034 -0.307217 -0.115 0.081 0.009
H -0.956151 -0.188151 0.311724 2.038 1.424 -0.601
H 0.330061 -2.543862 -0.050679 0.098 0.072 0.086
H 1.673677 -3.162726 0.932350 -0.010 0.199 -0.032
H 0.331174 -2.308605 1.719250 -0.007 0.009 -0.051

=====

48
Properties=species:S:1:pos:R:3:forces:R:3 method="wB97M-V/def2-TZVPD" lumo_energy_ev=0.7682 smiles="O=C(C[C@@H]1C(=O)NCCN1Cc1ccccc1C(F)(F)F)NC1CCC1" charge=0 homo_energy_ev=-8.71 e_above_lowest_kcal_mol=0.0 homo_lumo_gap_ha=0.3482
O -1.724420 -1.425490 -0.705648 -0.095 -0.156 -0.430
C -1.624651 -0.853670 0.364910 0.294 -0.061 0.579
C -0.338222 -0.865410 1.174890 0.116 0.176 -0.117
C 0.518832 0.410940 0.947056 0.011 -0.372 0.389
C -0.232567 1.582135 1.577439 0.089 0.072 -0.030
O -0.722792 1.478876 2.691352 -0.035 -0.169 0.388
N -0.356827 2.711160 0.868566 -0.092 0.438 0.016
C 0.093226 2.887374 -0.489316 0.184 -0.163 -0.493
C 0.085149 1.523119 -1.167180 -0.037 0.385 0.050
N 0.966942 0.670837 -0.405551 -0.152 -0.186 -0.231
C 1.460915 -0.487980 -1.129299 -0.146 0.030 -0.144
C 2.657580 -1.088254 -0.443064 0.146 -0.063 0.040
C 2.672741 -2.449906 -0.162334 -0.035 0.101 -0.060
C 3.739219 -3.045228 0.485686 0.093 -0.008 0.041
C 4.822520 -2.278781 0.877486 -0.025 -0.059 0.018
C 4.838964 -0.925824 0.595510 -0.081 0.110 -0.078
C 3.772306 -0.330712 -0.070518 0.082 -0.016 0.021
C 3.876951 1.146146 -0.350052 0.043 0.525 0.073
F 3.260790 1.905678 0.577219 0.026 -0.028 0.259
F 3.385302 1.526489 -1.538706 -0.102 -0.184 -0.277
F 5.158053 1.564255 -0.351951 0.234 -0.167 0.062
N -2.615104 -0.148826 0.951329 -0.251 0.276 0.291
C -3.936702 0.051932 0.407471 0.119 -0.152 -0.190
C -4.760251 -1.188508 0.011311 -0.134 -0.190 0.228
C -5.216385 -0.442237 -1.251013 -0.147 -0.065 -0.197
C -4.072768 0.560809 -1.040838 0.072 0.331 -0.091
H -0.567247 -0.902317 2.240264 0.075 -0.036 -0.040
H 0.240113 -1.748519 0.908146 -0.087 0.027 -0.021
H 1.419383 0.282312 1.567677 -0.191 0.054 0.020
H -0.794055 3.487456 1.344293 0.009 -0.178 0.066
H 1.111261 3.292405 -0.506302 -0.105 -0.008 -0.105
H -0.576579 3.581992 -1.001481 0.013 -0.055 0.049
H -0.944656 1.137987 -1.223188 0.037 0.069 -0.112
H 0.477934 1.617220 -2.180349 -0.024 -0.013 0.014
H 1.761693 -0.141248 -2.122864 -0.080 -0.043 0.078
H 0.687719 -1.256408 -1.271079 0.103 0.018 -0.003
H 1.828967 -3.052286 -0.465985 -0.130 -0.036 -0.019
H 3.721016 -4.105054 0.689599 -0.004 -0.099 0.018
H 5.654942 -2.729285 1.394840 0.081 -0.051 0.050
H 5.687463 -0.325815 0.886282 0.044 0.039 -0.006
H -2.404994 0.295089 1.833316 0.116 -0.050 -0.019
H -4.479690 0.688171 1.108437 0.033 -0.042 -0.050
H -5.529778 -1.504696 0.712014 -0.024 -0.060 0.054
H -4.111149 -2.026183 -0.226864 0.028 -0.018 -0.002
H -5.190785 -1.008630 -2.177813 -0.077 -0.003 -0.055
H -6.197512 0.013811 -1.133907 -0.055 0.011 -0.017
H -4.301743 1.617370 -1.166467 0.025 0.073 -0.023
H -3.201107 0.297715 -1.633308 0.037 -0.004 0.004

=====

Number 1: DFT total energy -99147.474 eV, F_max 4.33 eV Å⁻¹. Number 2: DFT total energy -31822.832 eV, F_max 1.44 eV Å⁻¹. Number 3: DFT total energy -27781.450 eV, F_max 9.66 eV Å⁻¹. Number 4: DFT total energy -20011.581 eV, F_max 3.28 eV Å⁻¹. Number 5: DFT total energy -13895.489 eV, F_max 2.56 eV Å⁻¹. Number 6: DFT total energy -35742.052 eV, F_max 0.65 eV Å⁻¹.